[1]
# C3H9N3

A single C3H9N3 molecule in a non-equilibrium geometry (ωB97M-V with the def2-TZVPD basis set, the Open Molecules 2025 dataset).

As for the SMILES: [H]/N=C(\N)NCC. The calculation puts the orbital gap at 9.6 eV. For the lowest unoccupied orbital energy, the calculation gives 0.7873 eV. As for the highest occupied orbital energy: -8.857 eV.

Geometry as ORCA input:
```
! wB97M-V def2-TZVPD RIJCOSX def2/J DEFGRID3
* xyz 0 1
C -0.4224 0.7833 -1.8739
C 0.8136 0.5355 -0.8234
C -0.2296 -0.6818 1.0008
H -1.6534 0.6770 -1.4293
H -0.2748 1.8324 -2.1555
H -0.2933 0.0145 -2.8949
H 1.0983 1.3763 -0.0978
H 1.9002 0.3691 -1.2906
H 0.2819 -1.5478 -0.5542
H -0.4054 0.2306 2.8435
H 1.3182 -0.1529 2.4560
H -1.6939 -1.4870 1.9098
N 0.5917 -0.6730 -0.0776
N 0.2292 0.2270 2.0649
N -1.2605 -1.5033 0.9220
*
```

[2]
# C3H9N3

2 unconnected molecules or ions with the total composition C3H9N3 in a non-equilibrium geometry (ωB97M-V with the def2-TZVPD basis set, the Open Molecules 2025 dataset).

As for the SMILES: [H]/N=N/[H].C=C(C)N. The calculation puts the orbital gap at 8.8 eV. For the lowest unoccupied orbital energy, the calculation gives 0.9464 eV. As for the highest occupied orbital energy: -7.858 eV.

Geometry as ORCA input:
```
! wB97M-V def2-TZVPD RIJCOSX def2/J DEFGRID3
* xyz 0 1
C 0.7518 0.8318 -1.0919
C -0.2303 -0.2277 -0.6805
C -1.2541 -0.6262 -1.4506
H -1.1190 0.4585 1.3067
H 0.9599 1.4866 -0.2451
H 1.6976 0.3900 -1.4090
H 0.3517 1.4305 -1.9047
H -1.8858 -1.4521 -1.1671
H -1.5538 -0.0543 -2.3098
N 0.2209 -1.0198 0.3972
N -0.3930 0.0740 2.0439
N 0.4568 0.9656 2.3027
H 1.2160 -1.0359 0.5719
H -0.2581 -1.8989 0.5323
H 1.0394 0.6778 3.1038
*
```

[3]
# C3H9N3

2 unconnected molecules or ions with the total composition C3H9N3 in a non-equilibrium geometry (ωB97M-V with the def2-TZVPD basis set, the Open Molecules 2025 dataset).

The calculation puts the orbital gap (spin up / spin down) at 11.4 / 3.0 eV. For the lowest unoccupied orbital energy (spin up / spin down), the calculation gives -3.3632 / -9.4661 eV. The expectation value of S² is 0.762. As for the highest occupied orbital energy (spin up / spin down): -14.769 / -12.467 eV.

Geometry as ORCA input:
```
! wB97M-V def2-TZVPD RIJCOSX def2/J DEFGRID3
* xyz 1 2
C 1.7337 -1.1662 -2.2797
C -0.0123 0.2775 -3.1190
N 0.8236 -0.0026 -2.2432
H 1.3529 -1.9805 -2.9073
H 1.8394 -1.4763 -1.2427
H 2.7357 -0.9840 -2.6874
H -0.7243 1.1399 -3.0705
H -0.1081 -0.2369 -4.0347
N -1.7696 0.1462 3.3525
C -0.8861 0.0510 2.2267
N 0.1302 0.7822 2.2003
H -1.2128 0.4823 4.1411
H -2.4368 0.8695 3.1198
H -1.3951 -0.2264 1.3024
H 0.7772 0.9225 1.4320
*
```

[4]
# C3H9N3O

A single C3H9N3O molecule in a non-equilibrium geometry (ωB97M-V with the def2-TZVPD basis set, the Open Molecules 2025 dataset).

As for the SMILES: [H]/N=N/N(C)[C@@H](C)O. The calculation puts the orbital gap at 9.9 eV. For the lowest unoccupied orbital energy, the calculation gives 0.9838 eV. As for the highest occupied orbital energy: -8.873 eV.

Geometry as ORCA input:
```
! wB97M-V def2-TZVPD RIJCOSX def2/J DEFGRID3
* xyz 0 1
C -0.1737 0.6921 -0.3483
C 1.3763 -1.2223 0.0282
C -0.2491 1.3076 1.0340
N 0.1405 -0.6685 -0.4562
O 1.0987 1.2307 -1.1163
N -1.1113 -1.4868 -0.1103
N -2.2097 -1.1279 -0.5530
H 0.8215 2.0148 -1.6034
H -1.0666 0.8907 -0.9535
H -2.8728 -1.9190 -0.5212
H 1.1859 -2.2784 0.2253
H 1.7449 -0.7562 0.9440
H 2.1368 -1.1005 -0.7421
H -1.2604 1.2221 1.4237
H 0.4161 0.8409 1.7587
H 0.0229 2.3608 0.9905
*
```

[5]
# C3H9N3O

A single C3H9N3O molecule in a non-equilibrium geometry (ωB97M-V with the def2-TZVPD basis set, the Open Molecules 2025 dataset).

As for the SMILES: NCNC(=O)CN. The calculation puts the orbital gap at 10.1 eV. For the lowest unoccupied orbital energy, the calculation gives 0.9332 eV. As for the highest occupied orbital energy: -9.141 eV.

Geometry as ORCA input:
```
! wB97M-V def2-TZVPD RIJCOSX def2/J DEFGRID3
* xyz 0 1
O -1.5989 -0.8331 -1.0012
C -0.4206 -0.6025 -0.7086
N -0.1238 0.3159 0.2378
C -1.0702 1.1434 0.9570
N -0.9888 1.0220 2.3699
C 0.6568 -0.9568 -1.6970
N 1.9628 -0.8399 -1.0470
H 0.8642 0.2164 0.4848
H -1.0425 2.1923 0.6129
H -2.1050 0.7741 0.6072
H -1.7750 0.7051 2.9123
H -0.2452 1.4556 2.9084
H 0.6564 -0.3748 -2.6267
H 0.4533 -1.9714 -2.0736
H 2.0517 -1.4354 -0.2257
H 2.7248 -0.8108 -1.7104
*
```

[6]
# C3H9N3O

A molecular structure, C3H9N3O in a non-equilibrium geometry (ωB97M-V with the def2-TZVPD basis set, the Open Molecules 2025 dataset).

The calculation puts the orbital gap at 9.6 eV. For the lowest unoccupied orbital energy, the calculation gives 0.9497 eV. As for the highest occupied orbital energy: -8.681 eV.

Geometry as ORCA input:
```
! wB97M-V def2-TZVPD RIJCOSX def2/J DEFGRID3
* xyz 0 1
C 0.2603 1.4623 0.2425
N 2.1429 -0.5682 0.3171
C 0.2118 0.3031 -0.7338
N 1.2222 -0.7473 -0.5954
H 1.8707 -0.1648 1.2135
H 2.7905 -1.3434 0.3853
H 0.2352 0.6490 -1.7694
H -0.5400 2.1561 -0.0059
H 0.0853 1.1179 1.2620
H 1.2108 1.9938 0.1828
N -2.0363 -0.2557 0.3163
C -0.9410 -0.7529 -0.4807
O -0.1586 -1.6884 0.1495
H -2.9153 -0.2657 -0.1853
H -2.1342 -0.7976 1.1675
H -1.3043 -1.0980 -1.4659
*
```

[7]
# C3H9N3O

A single C3H9N3O molecule in a non-equilibrium geometry (ωB97M-V with the def2-TZVPD basis set, the Open Molecules 2025 dataset).

As for the SMILES: [H]/N=C\CC(N)(N)O. The calculation puts the orbital gap at 10.4 eV. For the lowest unoccupied orbital energy, the calculation gives 0.7012 eV. As for the highest occupied orbital energy: -9.664 eV.

Geometry as ORCA input:
```
! wB97M-V def2-TZVPD RIJCOSX def2/J DEFGRID3
* xyz 0 1
C 0.0481 0.6758 0.4743
C -0.7530 -0.6059 0.2048
N -0.5091 1.7892 -0.2280
N 1.4275 0.3553 -0.0409
C -0.3843 -1.1340 -1.1636
O 0.0609 1.0330 1.8376
N -0.1925 -2.3306 -1.5051
H -0.1557 0.2725 2.3854
H -0.2505 1.7697 -1.2070
H -0.1663 2.6473 0.1846
H 2.0547 1.1313 0.1454
H 1.8290 -0.4588 0.4120
H -0.1962 -3.0109 -0.7397
H -0.5129 -1.3593 0.9623
H -1.8223 -0.3692 0.2443
H -0.4773 -0.4054 -1.9664
*
```

[8]
# C3H9N3O

2 unconnected molecules or ions with the total composition C3H9N3O in a non-equilibrium geometry (ωB97M-V with the def2-TZVPD basis set, the Open Molecules 2025 dataset).

The calculation puts the orbital gap (spin up / spin down) at 7.3 / 8.9 eV. For the lowest unoccupied orbital energy (spin up / spin down), the calculation gives 0.6216 / 0.6901 eV. As for the highest occupied orbital energy (spin up / spin down): -6.685 / -8.236 eV.

Geometry as ORCA input:
```
! wB97M-V def2-TZVPD RIJCOSX def2/J DEFGRID3
* xyz 0 1
C -1.1509 2.1764 -1.5146
C 1.4099 -2.8155 0.9292
C -0.5553 1.3988 -0.3492
N -0.8468 -2.0752 0.5249
N 0.2870 -1.9774 0.7188
N 0.2900 0.3639 -0.8554
O 1.1262 -0.1545 0.0689
H -1.5148 1.4737 -2.2585
H -1.9746 2.7984 -1.1735
H -0.3959 2.8070 -1.9771
H 2.1263 -2.5811 0.1415
H 1.8573 -2.5470 1.8871
H 1.1526 -3.8778 0.9154
H 0.0072 2.0835 0.3182
H -1.3728 0.9654 0.2509
H 1.0491 0.3065 0.9326
*
```